Record 1
Molecular formula: C4H9NO
Method: DFT, ωB97M-V/def2-TZVPD

```
15
Properties=species:S:1:pos:R:3:lowdin_charge:R:1
O -1.40457 -1.81784 -1.12149 0.001
N -1.41864 0.34404 -0.48370 0.005
C -2.02465 -0.85658 -0.71517 -0.362
C -0.00447 0.54789 -0.84700 -0.168
C 0.83972 0.71881 0.44242 -0.246
C 1.56585 -0.51737 0.96149 -0.103
H -0.04918 1.50353 -1.36190 0.110
H -3.08110 -0.88069 -0.42554 0.124
H 1.09997 -1.47546 0.74395 0.071
H 2.59411 -0.59666 0.60765 0.069
H 1.57938 1.50262 0.23165 0.100
H 0.22792 1.22715 1.18889 0.095
H 0.35792 -0.33321 -1.35597 0.111
H -1.91661 0.99552 0.09513 0.123
H 1.63433 -0.36176 2.03961 0.068
```

Calculated values
E_HOMO   -0.3509 Eh
Net charge   0
Energy above the lowest of the compared OMol25 structures with the same formula, charge and spin   89.45 kJ/mol
Largest force on an atom   0.0473 hartree/bohr


Record 2
Molecular formula: C4H3N3
Method: DFT, ωB97M-V/def2-TZVPD

```
10
Properties=species:S:1:pos:R:3:lowdin_charge:R:1
N 1.05316 -0.43470 2.09589 0.009
N -0.18294 -0.84078 1.99582 -0.047
N 1.36271 0.19263 0.98047 0.026
C 0.00738 0.45790 -1.11507 0.005
C 0.24595 0.35687 0.20071 -0.318
C -0.98771 0.14074 -1.88769 0.048
C -0.82145 -0.45706 0.87734 -0.029
H -1.45625 0.60131 -2.74393 0.075
H 2.24289 0.68162 0.93792 0.154
H -1.46374 -0.69853 -1.34146 0.075
```

Calculated values
E_HOMO (alpha / beta)   -0.3245 / -0.3245 Eh
Net charge   0
Energy above the lowest of the compared OMol25 structures with the same formula, charge and spin   665.07 kJ/mol
Largest force on an atom   0.0148 hartree/bohr


Record 3
Molecular formula: C56H135InN9O20
Method: DFT, ωB97M-V/def2-TZVPD

```
221
Properties=species:S:1:pos:R:3:lowdin_charge:R:1
In -4.18751 0.25558 0.07053 0.990
O -2.69281 3.02964 0.52117 -0.164
O 0.27895 -5.54973 1.47614 -0.087
O 3.13789 0.49516 4.48651 -0.153
O -0.26161 -1.62768 4.75300 -0.200
O -1.89844 0.42541 -1.71748 0.015
O -5.50040 -0.14342 4.06208 -0.195
O -4.26304 -1.31936 7.48425 -0.223
O 4.99669 1.34975 1.20660 -0.171
O -1.39361 -0.00616 0.88337 0.005
O 3.08161 -0.07259 -0.04862 0.164
O -2.52993 -2.18568 -0.19365 -0.269
O 4.04400 -1.43455 -3.21173 -0.063
O -4.41511 -0.69923 -2.81080 -0.284
O 4.30715 0.95265 -5.17833 -0.174
O -2.28206 -2.79028 -4.34497 -0.228
O -1.05924 6.35739 -4.54078 -0.185
O 2.55495 1.33948 -2.41510 0.151
O 5.84388 -1.63124 -0.77067 -0.181
O 3.16585 2.83330 -0.47080 -0.123
O 1.34720 2.15441 -7.37924 -0.200
N -2.99316 1.03942 3.10637 0.042
N -3.86251 3.87150 -4.67987 0.042
N 7.59842 0.48348 -0.14472 -0.044
N -0.56442 -0.14114 -6.19874 -0.035
N -5.77001 -2.36878 -0.82822 0.040
N -1.25509 -3.33247 7.04349 -0.036
N -4.26772 -2.00249 1.96061 0.030
N 3.73598 3.21174 -3.39086 -0.034
N 3.93541 -0.13930 7.08912 0.055
C -3.48828 -2.48597 7.51120 -0.213
C -0.02956 2.09536 -7.12287 -0.198
C 2.26576 0.83445 5.54828 -0.210
C 1.39849 -4.76945 1.90461 -0.286
C 2.82766 -1.78568 -3.82415 -0.307
C -0.45761 0.07757 0.12687 -0.288
C 4.30150 2.28896 -5.61435 -0.221
C 1.94469 0.23371 -0.39132 -0.379
C -2.70166 4.53725 -4.07372 -0.419
C 0.91385 -0.12450 0.49649 0.171
C -2.17451 5.63948 -5.00935 -0.209
C 8.09313 -0.83690 -0.56616 -0.197
C -5.36583 -2.86587 -2.14711 -0.415
C -3.19739 0.42764 4.46266 -0.365
C -6.82391 -0.10225 4.54283 -0.093
C 2.51999 -0.15982 6.64911 -0.425
C -5.15330 -1.82537 -3.25182 -0.194
C -2.98945 -3.55096 3.30143 -0.029
C 0.32780 1.02186 -2.13087 0.193
C 2.91239 1.27181 3.33868 -0.144
C -4.41453 0.25107 -3.86945 -0.093
C 1.68192 -3.69658 0.87808 -0.080
C -1.81052 -2.14107 -5.51174 -0.200
C 2.68909 3.86938 -2.58280 -0.206
C 0.12915 -1.32803 3.42620 -0.108
C -2.36220 -3.08667 0.88595 -0.178
C 1.59709 0.09799 7.86307 -0.056
C -5.37686 -1.26424 8.34773 -0.097
C -0.21922 1.24821 -5.84986 -0.186
C 2.09156 -2.87249 -3.00013 -0.071
C -2.79517 -4.06550 -4.62620 -0.122
C -1.19598 6.93358 -3.24807 -0.089
C 5.02432 0.13674 -6.07173 -0.112
C 5.85787 0.33745 1.68586 -0.196
C 7.13967 -1.99782 -0.30034 -0.207
C 4.90595 2.42396 2.10263 -0.141
C 1.97018 2.63440 0.23954 -0.157
C 0.38870 -2.80512 5.20972 -0.201
C 0.13618 -3.02926 6.71142 -0.174
C -1.62464 3.89254 0.12134 -0.254
C 7.32469 0.53442 1.28252 -0.202
C -4.64140 0.64811 4.84925 -0.204
C -0.74123 0.52744 -1.35763 -0.298
C -2.15881 -2.22185 6.78198 -0.211
C -0.39496 3.65039 0.99842 -0.074
C -2.90573 -2.52203 2.17346 -0.413
C -1.99544 -2.60221 -1.43665 -0.087
C -2.18660 1.16339 5.35525 -0.047
C 3.15504 4.07730 -1.14657 -0.156
C 3.28450 3.06949 -4.77293 -0.193
C 1.66036 0.92560 -1.69304 -0.337
C 1.68258 2.84579 -8.54989 -0.113
C -1.21032 -0.81543 -5.07265 -0.198
C 4.94504 -2.69231 -0.61070 -0.156
C -6.38652 -3.88859 -2.66055 -0.066
C -1.70592 3.42025 -3.75340 -0.055
H 4.09626 4.63004 -1.17878 0.135
H 3.96069 2.37002 -6.65575 0.102
H 2.03421 -4.04943 -0.09113 0.074
H 0.31254 4.48299 0.94115 0.087
H -3.88933 -0.16506 -4.73526 0.079
H -4.53793 4.50494 -5.09892 0.077
H -0.40247 -0.46742 3.01959 0.068
H -1.43700 3.85153 -0.95076 0.092
H 6.01298 0.57279 -6.26586 0.090
H 4.54298 -0.03325 -7.04101 0.090
H 8.35307 1.13290 -0.31814 0.104
H 1.82524 3.19565 -2.57507 0.088
H 0.69645 1.23998 -5.24622 0.107
H -2.02774 -0.17826 -4.72934 0.089
H 5.85038 2.97706 2.13165 0.102
H 1.45858 -2.67155 5.00402 0.118
H -1.32231 -3.55458 8.02804 0.106
H -1.98051 5.25801 -6.01503 0.123
H -2.44524 -2.00956 5.75271 0.075
H 4.45992 3.92820 -3.35289 0.121
H -7.26256 0.88293 4.35405 0.094
H -3.69596 -4.36444 3.12099 0.089
H 1.83897 1.41456 3.13342 0.095
H 1.10045 2.78528 -0.41643 0.085
H 1.75077 -2.49237 -2.03396 0.045
H 4.02158 0.64001 7.74241 0.068
H 0.30534 -0.58582 -6.46957 0.118
H -2.16009 2.75896 -3.01482 0.070
H -0.90497 -2.48675 -1.45981 0.092
H 3.92912 -2.38116 -0.84261 0.047
H -1.48025 2.85592 -4.66051 0.036
H 8.99757 -1.03986 0.02844 0.111
H -2.42763 -1.92119 -2.16416 0.063
H 3.14152 4.01856 -5.31084 0.124
H -1.33964 6.15744 -2.49587 0.065
H -6.06293 -4.44225 -3.54845 0.078
H -2.87358 -4.03790 0.68197 0.140
H -3.53641 3.34805 -5.49038 0.073
H 2.26800 -5.42914 1.99408 0.118
H -1.05000 -2.77380 -5.99172 0.129
H -1.14582 0.97565 5.10803 0.058
H -2.01985 -4.79675 -4.88320 0.095
H -2.63668 -2.03251 -6.22324 0.130
H 2.95485 -2.11789 -4.86119 0.112
H 1.21236 0.72518 5.24871 0.104
H 4.84891 -3.16043 0.37649 0.089
H -0.20872 7.34598 -3.03716 0.091
H 0.83593 -3.03238 0.68468 0.045
H 0.21777 2.79852 0.69347 0.008
H 1.71167 -0.71033 8.58420 0.080
H -0.59823 1.73157 -7.98377 0.128
H -7.41255 -0.86195 4.02881 0.092
H -2.32771 0.86839 6.40609 0.075
H -4.42632 -3.41716 -2.05935 0.108
H 4.61015 -2.21204 -3.25693 0.083
H 7.69278 1.47557 1.70104 0.114
H 5.19884 -0.81138 -5.56776 0.074
H -4.01174 -3.31664 7.02404 0.129
H -6.92063 -0.31929 5.61190 0.083
H 2.33260 2.53817 -4.78966 0.093
H 4.51853 2.17486 3.09787 0.036
H 3.34956 2.27085 3.43795 0.070
H -0.66696 3.52465 2.04617 0.093
H 1.94262 3.37042 1.05126 0.109
H -6.55281 -4.73812 -1.98833 0.080
H 2.16268 -0.92305 -3.88397 0.088
H -3.27643 -2.73934 8.56025 0.123
H -4.63304 -1.72927 2.87144 0.054
H -2.27156 -1.68813 2.47444 0.094
H 2.74843 -3.72149 -2.80422 0.073
H -6.14414 -1.55564 -3.63659 0.133
H -3.03096 4.99144 -3.14002 0.125
H -2.02071 -4.00662 3.53591 0.074
H -3.06550 2.04579 3.23247 0.060
H -4.88518 1.71681 4.79852 0.137
H 2.36794 4.79290 -3.08730 0.127
H -0.76744 3.81640 -3.35711 0.082
H -1.93427 7.73681 -3.26462 0.098
H -4.73669 0.41486 5.91769 0.110
H -3.84512 1.13795 -3.59054 0.068
H -3.00690 6.34300 -5.18207 0.124
H 1.42316 3.91018 -8.54667 0.093
H -1.74717 -1.27172 7.14881 0.113
H 2.43030 4.75837 -0.68363 0.122
H -5.42399 0.58879 -4.10970 0.101
H 1.87689 1.03566 8.34598 0.080
H 1.08247 -4.37536 2.87694 0.084
H 1.18843 -3.24865 -3.49058 0.068
H 1.14430 -0.66630 1.40565 0.112
H 5.51627 -0.60736 1.25340 0.103
H 4.17563 3.15244 1.74547 0.090
H -0.99263 1.67595 -5.21051 0.056
H -2.04740 0.93501 2.75628 0.031
H -7.38032 -3.46144 -2.81313 0.083
H -3.48914 -4.13064 -5.47331 0.096
H -1.29756 -3.31567 1.00767 0.107
H 1.18894 -1.04281 3.41320 0.088
H -4.57837 -2.31162 -4.04634 0.111
H 5.75757 0.14604 2.76115 0.130
H -0.52417 -0.97559 -4.22859 0.116
H 5.29655 2.74681 -5.57652 0.127
H 0.53383 -2.12643 7.18837 0.081
H 7.96221 -0.20570 1.79478 0.116
H -2.25311 -3.62882 -1.70432 0.094
H 0.08612 1.45279 -3.09411 0.118
H -5.81129 -3.17709 -0.21683 0.071
H -3.33881 -4.45895 -3.76735 0.076
H 3.27791 0.79303 2.42722 0.091
H 8.44283 -0.83864 -1.59803 0.116
H 7.47661 -2.91401 -0.79028 0.127
H 2.27827 -1.15671 6.27496 0.107
H 0.09254 -3.64818 4.57185 0.099
H 0.56039 0.12087 7.52402 0.064
H -1.98330 4.91710 0.26534 0.116
H -6.14065 -2.01077 8.11225 0.091
H -2.39142 2.23642 5.40140 0.084
H 0.78183 -3.78967 7.15153 0.128
H -5.03045 -1.37726 9.37964 0.091
H -2.89023 -0.61036 4.33658 0.107
H -3.31562 -3.10075 4.24083 0.065
H 2.34166 1.86810 5.91481 0.142
H -0.39512 3.10767 -6.88283 0.115
H 1.84073 1.63006 0.64301 0.069
H 4.41742 0.24354 6.27531 0.060
H -6.74380 -2.08296 -0.92537 0.087
H 2.50731 -3.08656 1.25923 0.076
H 1.20921 2.39116 -9.42885 0.091
H -3.03695 3.32506 1.36724 0.071
H -4.87160 -2.79559 1.74682 0.072
H 7.05600 -2.11809 0.78560 0.113
H 5.13244 -3.51187 -1.31857 0.092
H -0.07751 -2.19342 2.78873 0.082
H 2.75696 2.78121 -8.71793 0.082
H -0.05178 -6.06969 2.21210 0.081
H -5.79500 -0.26941 8.20647 0.084
```

Calculated values
E_HOMO   -0.3633 Eh
Net charge   +1
Energy above the lowest of the compared OMol25 structures with the same formula, charge and spin   401.99 kJ/mol
Largest force on an atom   0.0662 hartree/bohr